38
Properties=species:S:1:pos:R:3:forces:R:3 method="wB97M-V/def2-TZVPD" smiles="C[N+]1(CCOc2ccc([N+](=O)[O-])cc2)CCOCC1" gap_ev=9.39 total_charge=+1 homo_energy_ev=-12.24
C 1.3918 0.3163 -2.3466 8.84 0.41 -1.34
N 1.1385 1.2470 -1.3324 2.99 6.34 -3.73
C 1.0086 0.8816 -0.0845 1.92 -10.80 5.12
C 0.0478 -0.4093 0.2339 -3.13 5.23 -5.88
O -0.0082 -0.4646 1.5585 0.60 -2.04 1.00
C -0.7609 -1.5585 1.9607 2.79 3.69 7.35
C -1.7335 -2.0382 1.3410 -5.23 -6.40 -3.44
C -2.5140 -3.1078 2.0265 -1.87 0.39 -3.92
C -2.4716 -3.1950 3.3555 1.68 -2.38 -0.02
N -3.3315 -4.2197 3.9229 2.83 -0.76 7.12
O -3.2080 -4.4717 5.1661 0.69 2.30 -1.26
O -3.9726 -4.9655 3.3341 -3.33 -2.08 -5.08
C -1.2463 -2.7915 4.0653 -5.74 -0.76 3.91
C -0.7212 -1.7848 3.4656 -0.94 -1.90 -7.84
C -0.0059 2.0243 -1.6157 1.04 -8.54 -16.79
C 0.1221 3.0719 -3.0801 5.49 -4.46 1.21
O 1.1214 4.0459 -2.9035 3.72 -3.41 0.61
C 2.5555 3.1156 -2.6609 -3.42 0.51 -1.61
C 2.3221 2.2598 -1.3797 4.50 1.28 0.08
H 0.6770 -0.2908 -2.3522 -6.25 -4.91 -0.95
H 2.3818 -0.4782 -2.1187 -2.60 2.86 -0.39
H 1.5806 0.9116 -3.2646 -0.32 -1.25 0.54
H 0.7064 1.5247 0.5871 -1.12 3.90 3.01
H 1.9594 0.3684 0.1810 -0.05 0.92 0.55
H -1.0736 0.0359 -0.2833 2.42 -1.29 1.72
H 0.1715 -1.2179 -0.5118 0.72 -0.52 1.50
H -1.8738 -2.1048 0.2816 -0.09 0.73 -0.48
H -3.2233 -3.8264 1.2970 1.77 2.29 2.54
H -1.3117 -2.8413 5.2229 0.61 -0.33 -2.18
H -0.1083 -1.1945 3.8236 6.12 5.43 4.16
H -0.8767 1.3851 -1.9365 1.05 0.33 0.58
H -0.2957 2.6167 -1.0839 -4.80 11.39 11.89
H -0.6657 3.6709 -3.0544 -4.40 1.54 -0.60
H 0.3938 2.3176 -3.9743 -1.32 2.02 1.57
H 3.3338 3.9072 -2.5089 -0.70 -1.04 -0.19
H 2.6559 2.4688 -3.6633 0.02 1.81 2.22
H 3.4402 1.8252 -1.1294 -2.97 -0.26 -0.98
H 2.3941 2.9660 -0.5386 -1.52 -0.24 -0.03